6
Properties=species:S:1:pos:R:3 method="wB97M-V/def2-TZVPD" relative_energy_kj_mol=71.6 molar_mass_g_mol=551.694 energy_ev=-44271.475 gap_ev="6.20 / 6.20"
C 1.18 0.67 -1.12
S -1.79 -0.48 1.12
I 0.35 2.65 -1.56
I 2.13 0.50 0.71
I -0.49 -0.64 -1.03
I -1.38 -2.70 1.87


11
Properties=species:S:1:pos:R:3 method="wB97M-V/def2-TZVPD" relative_energy_kj_mol=21.3 molar_mass_g_mol=100.081 energy_ev=-10146.914 gap_ev=9.42
N 2.17 0.41 -0.08
C 0.87 -0.05 0.00
N 0.47 -1.22 0.45
N -0.90 -1.12 0.31
C -1.20 0.08 -0.19
O -2.45 0.47 -0.44
N -0.13 0.79 -0.43
H 2.86 -0.16 0.41
H 2.22 1.38 0.20
H -1.56 -1.79 0.69
H -2.36 1.30 -0.93


12
Properties=species:S:1:pos:R:3 method="wB97M-V/def2-TZVPD" relative_energy_kj_mol=220.4 molar_mass_g_mol=73.095 energy_ev=-6760.466 gap_ev=9.87
C -0.80 0.37 -1.93
C -0.96 -0.49 -0.94
N -0.15 -0.56 0.20
C 0.41 -1.64 0.53
H -0.01 1.11 -1.84
H -1.35 0.34 -2.86
H -1.82 -1.14 -0.91
H 0.87 -1.69 1.52
H 0.46 -2.52 -0.12
O 1.03 1.91 1.75
H 0.27 1.35 1.54
H 1.78 1.31 1.57


8
Properties=species:S:1:pos:R:3 method="wB97M-V/def2-TZVPD" total_charge=-2 molar_mass_g_mol=147.249 energy_ev=-37118.656 gap_ev=4.25
C -1.00 0.26 1.14
C 1.22 -0.46 0.62
C -0.17 0.08 -1.47
N 0.23 -0.23 1.31
S 2.59 -1.37 0.51
S -0.27 0.02 -3.18
S -1.52 0.56 -0.65
H -1.08 1.15 1.72


93
Properties=species:S:1:pos:R:3 method="wB97M-V/def2-TZVPD" relative_energy_kj_mol=39.5 total_charge=-2 molar_mass_g_mol=876.853 energy_ev=-87085.556 gap_ev=5.05
Y -0.19 -0.16 -0.01
O 3.29 2.55 -1.75
C 2.28 1.93 -1.43
N 2.14 0.96 -0.48
C 3.23 0.70 0.30
O 4.30 1.29 0.38
C 3.08 -0.51 1.21
C 3.91 -0.61 2.32
C 3.81 -1.74 3.12
C 2.93 -2.75 2.74
C 2.14 -2.56 1.62
N 2.19 -1.44 0.89
C 1.02 2.28 -2.20
C 0.96 3.51 -2.84
C -0.18 3.85 -3.54
C -1.20 2.91 -3.62
C -1.06 1.70 -2.96
N 0.02 1.40 -2.23
H 4.60 0.19 2.53
H 4.42 -1.84 4.01
H 2.83 -3.66 3.32
H 1.42 -3.30 1.31
H 1.81 4.17 -2.76
H -0.28 4.82 -4.00
H -2.12 3.12 -4.17
H -1.85 0.96 -2.96
C 2.19 3.89 4.19
C 1.99 3.76 2.82
C 1.44 2.60 2.30
C 1.08 1.56 3.15
C 1.29 1.68 4.52
C 1.84 2.84 5.03
N 0.49 0.37 2.54
N 0.07 -0.43 3.38
C -0.53 -1.63 2.89
C -0.82 -2.54 3.92
C -1.34 -3.78 3.59
C -1.60 -4.06 2.25
C -1.33 -3.12 1.26
C -0.76 -1.87 1.54
H 2.63 4.80 4.59
H 2.26 4.57 2.15
H 1.27 2.49 1.24
H 1.01 0.86 5.16
H 2.00 2.93 6.10
H -0.61 -2.26 4.95
H -1.56 -4.50 4.37
H -2.02 -5.02 1.97
H -1.55 -3.37 0.23
S -2.67 -0.71 -1.25
C -2.41 -1.92 -2.51
C -3.53 -2.31 -3.28
C -3.46 -3.27 -4.28
C -2.23 -3.86 -4.55
C -1.12 -3.49 -3.82
C -1.16 -2.52 -2.79
S 0.33 -2.15 -1.94
H -4.48 -1.84 -3.05
H -4.34 -3.54 -4.84
H -2.14 -4.62 -5.33
H -0.15 -3.95 -4.02
C -3.21 7.91 -3.13
C -2.03 7.42 -2.32
C -0.79 8.05 -2.47
C 0.32 7.60 -1.77
C 0.19 6.54 -0.89
C -1.04 5.90 -0.72
N -1.10 4.79 0.15
C -2.01 4.64 1.18
C -2.62 5.77 1.74
C -3.50 5.64 2.81
C -3.79 4.39 3.34
C -3.18 3.27 2.78
C -2.30 3.37 1.71
C -1.73 2.08 1.16
O -2.10 0.99 1.61
O -0.86 2.18 0.23
C -2.16 6.32 -1.46
C -3.45 5.55 -1.40
H -2.98 8.86 -3.61
H -4.10 8.05 -2.50
H -3.48 7.20 -3.91
H -0.71 8.89 -3.15
H 1.28 8.08 -1.91
H 1.03 6.18 -0.32
H -0.65 3.92 -0.14
H -2.39 6.74 1.34
H -3.96 6.53 3.23
H -4.47 4.28 4.18
H -3.38 2.27 3.15
H -3.26 4.51 -1.14
H -3.96 5.57 -2.36
H -4.13 5.95 -0.64


42
Properties=species:S:1:pos:R:3 method="wB97M-V/def2-TZVPD" relative_energy_kj_mol=353.7 total_charge=+1 molar_mass_g_mol=587.384 energy_ev=-105937.835 gap_ev=8.45
Pb -9.55 -18.41 -9.42
Br -8.07 -20.90 -8.66
C -10.60 -15.88 -6.52
O -10.15 -16.81 -7.10
N -11.60 -15.23 -6.89
N -10.08 -15.33 -5.47
H -11.88 -14.37 -6.43
H -11.87 -15.24 -7.86
H -9.27 -15.67 -4.98
H -10.36 -14.42 -5.15
C -7.27 -18.59 -11.99
O -7.81 -17.95 -11.11
N -7.31 -19.88 -11.95
N -6.82 -18.06 -13.06
H -7.01 -20.33 -12.81
H -7.83 -20.40 -11.26
H -6.24 -18.63 -13.66
H -6.86 -17.05 -13.07
C -10.91 -20.04 -12.51
O -10.25 -19.61 -11.58
N -10.46 -20.30 -13.75
N -12.18 -20.47 -12.37
H -9.54 -19.98 -14.02
H -11.24 -20.62 -14.31
H -12.69 -20.66 -13.22
H -12.59 -20.62 -11.45
C -12.73 -19.32 -8.15
O -11.75 -19.61 -8.76
N -13.96 -19.54 -8.50
N -12.78 -18.58 -7.05
H -14.70 -19.14 -7.95
H -14.07 -20.11 -9.32
H -12.02 -18.09 -6.60
H -13.65 -18.83 -6.61
C -6.82 -16.52 -7.70
O -7.67 -17.06 -8.38
N -5.91 -15.64 -8.04
N -6.72 -16.92 -6.48
H -5.88 -15.27 -8.98
H -5.33 -15.34 -7.27
H -7.41 -17.55 -6.10
H -6.14 -16.34 -5.90


49
Properties=species:S:1:pos:R:3 method="wB97M-V/def2-TZVPD" multiplicity=2 relative_energy_kj_mol=355.3 s2=0.76 total_charge=+1 molar_mass_g_mol=293.310 energy_ev=-30727.024 gap_ev="10.05 / 6.02"
C 1.14 1.38 -3.15
C 1.13 -0.13 -3.51
C 0.38 -0.93 -2.48
C 0.73 -1.51 -1.30
N -0.20 -2.49 -0.95
C -1.23 -2.46 -1.95
C -0.85 -1.53 -2.88
H 2.15 1.62 -3.01
H 0.82 2.06 -3.96
H 0.60 1.69 -2.16
H 0.61 -0.35 -4.54
H 2.15 -0.53 -3.74
H 1.63 -1.30 -0.69
H -0.53 -2.71 0.01
H -2.19 -3.11 -1.92
H -1.35 -1.38 -3.78
H 2.98 -3.20 1.02
H 1.53 -3.44 0.48
O 2.42 -3.75 0.43
H -2.09 1.77 0.96
H -2.36 0.49 1.89
O -2.75 1.07 1.25
H 0.32 1.69 0.05
H -0.63 2.19 -0.94
O -0.25 2.37 -0.07
H -1.20 -3.16 2.29
H -0.63 -1.73 2.26
O -0.41 -2.69 2.10
H 0.22 2.76 2.89
H 1.55 2.16 3.22
O 0.62 2.07 3.45
H -2.28 2.20 -2.25
H -1.10 2.06 -3.14
O -1.50 2.42 -2.46
H -3.51 -2.61 0.34
H -2.60 -1.69 1.07
O -3.04 -2.50 1.02
H 0.62 0.20 2.58
H 1.32 -1.14 2.48
O 0.97 -0.46 2.05
H 2.80 1.24 0.93
H 1.55 0.47 0.68
O 2.12 1.08 0.15
H -2.03 -0.14 4.13
H -0.85 1.02 3.96
O -1.63 0.54 3.62
H 1.02 3.13 0.87
H 2.32 3.70 1.10
O 1.50 3.57 1.60


11
Properties=species:S:1:pos:R:3 method="wB97M-V/def2-TZVPD" relative_energy_kj_mol=122.1 molar_mass_g_mol=141.955 energy_ev=-38287.175 gap_ev=9.11
C -1.12 -0.64 0.54
P 0.63 -1.30 0.80
P 1.37 0.73 0.39
P -0.69 0.99 -0.29
P -0.10 0.12 -2.33
H -1.96 -1.25 0.13
H -1.61 -0.08 1.46
H 0.85 -1.34 2.15
H 1.21 1.43 1.85
H 1.33 -0.04 -2.16
H 0.08 1.40 -2.55